ORCA calculation (the ωB97M-V functional and the def2-TZVPD basis) on a structure of composition C20H16N3O8PtS2Se at a distorted geometry.

Structure (XYZ):
```
51
C20H16N3O8PtS2Se the ωB97M-V functional and the def2-TZVPD basis
Pt -0.56396 -2.20856 -0.16246
O 1.80989 -1.61309 3.23704
C 1.30470 -1.98648 2.17184
O 0.19155 -2.54915 1.96660
C 2.09400 -1.72829 0.90756
C 3.47780 -1.74020 0.90768
C 4.14986 -1.64672 -0.29693
C 3.41869 -1.50687 -1.46722
C 2.04228 -1.45198 -1.39294
N 1.39686 -1.55889 -0.22103
H 3.98467 -1.83893 1.85736
H 5.23213 -1.68804 -0.32769
H 3.90294 -1.43882 -2.43323
H 1.42055 -1.29551 -2.26073
O -0.34795 0.05497 -2.41908
S -1.21707 -1.05043 -2.86114
O -1.43849 -1.02837 -4.27758
O -0.66318 -2.34984 -2.34777
C -2.79218 -0.70014 -2.07067
C -3.16105 0.63613 -2.18480
C -4.30734 1.09995 -1.56622
C -5.08201 0.23911 -0.80459
C -4.73381 -1.09657 -0.69731
C -3.60652 -1.58810 -1.34604
S -3.35236 -3.36466 -1.22915
O -4.53472 -3.90144 -0.60063
O -3.08732 -3.81724 -2.56412
O -2.17101 -3.53736 -0.28541
H -2.52635 1.30750 -2.75039
H -4.58463 2.14511 -1.66306
H -5.96342 0.60827 -0.29558
H -5.33519 -1.79779 -0.13237
C 0.13177 1.29409 3.62191
N 0.34762 1.58585 2.20593
C -0.27791 0.92830 1.20019
Se -1.69303 -0.22891 1.32657
N 0.29759 1.31358 0.04694
C 1.34547 2.18693 0.29475
C 2.24291 2.82608 -0.54818
C 3.17791 3.66549 0.04082
C 3.20090 3.86524 1.42498
C 2.29975 3.22107 2.26506
C 1.38232 2.36530 1.67638
H -0.93305 1.31085 3.83686
H 0.63677 2.05549 4.21256
H 0.53259 0.31075 3.86151
H 0.00116 0.91190 -0.84173
H 2.19865 2.67308 -1.62242
H 3.90487 4.17700 -0.58166
H 3.93199 4.54108 1.85346
H 2.31438 3.38930 3.33612
```

Calculated values
electronic energy	-132116.9831	eV
charge	-1
HOMO level (spin up / spin down)	-4.58 / -4.58	eV
strongest force on any atom	2.17	eV/A
energy above the lowest of the compared OMol25 structures with the same formula, charge and spin	1.0458	eV

ORCA calculation (the ωB97M-V functional and the def2-TZVPD basis) on a structure of composition C4H9N2 at a distorted geometry.

Structure (XYZ):
```
15
C4H9N2 the ωB97M-V functional and the def2-TZVPD basis
C -0.55660 1.50194 0.50093
C -0.70705 -0.40177 -0.16822
C 1.76693 -0.35102 -0.13702
C 0.48511 -1.13597 0.15939
N -1.88038 -0.73389 -0.57711
N -0.40951 2.70623 0.24072
H -0.44554 1.23825 1.64004
H 1.67952 -0.22309 -1.16962
H 2.70441 -1.03120 0.09455
H 1.92074 0.60287 0.54905
H 0.44771 -1.28036 1.35819
H 0.30926 -2.08583 -0.27732
H -2.25361 -1.72367 -0.70408
H -0.39121 3.06236 -0.70650
H -2.66976 -0.14484 -0.80301
```

Calculated values
electronic energy	-7263.6294	eV
charge	+1
HOMO level	-14.07	eV
strongest force on any atom	5.36	eV/A
energy above the lowest of the compared OMol25 structures with the same formula, charge and spin	4.5123	eV

ORCA calculation (the ωB97M-V functional and the def2-TZVPD basis) on an isolated molecule of H3NO2S2 at a distorted geometry.

Structure (XYZ):
```
8
H3NO2S2 the ωB97M-V functional and the def2-TZVPD basis
N -1.44681 0.52501 0.41772
O 0.31600 -1.54970 0.21541
O -0.42635 0.80417 -0.48952
S 2.56209 0.31768 0.24681
S 0.88628 -0.39140 -0.41158
H -1.19584 -0.41644 0.87286
H -1.49524 1.36219 1.12440
H 0.79988 -0.65152 -1.97610
```

Calculated values
electronic energy	-27299.9223	eV
charge	0
structure (SMILES)	NO[S@H](=O)=S
HOMO level	-9.42	eV
strongest force on any atom	3.20	eV/A
energy above the lowest of the compared OMol25 structures with the same formula, charge and spin	2.5250	eV